Entry 1:
Here is a structure of composition C31H33N8W from the Open Molecules 2025 dataset. Energies are from ωB97M-V/def2-TZVPD.

```
73
Properties=species:S:1:pos:R:3:forces:R:3:mulliken_charge:R:1
W 0.085 -0.115 0.180 -0.2522 -1.5246 -3.3782 2.714
C -0.802 2.685 3.467 -0.0028 -0.0544 0.1419 -1.944
C -0.539 1.541 2.567 -0.0886 0.9202 -1.0242 1.401
N -0.537 1.620 1.250 -0.2418 0.6503 1.5480 -0.328
C -1.293 2.734 0.658 -0.0308 0.1775 -0.4173 -0.775
C -2.140 2.082 -0.425 0.0460 0.0825 0.2170 -1.049
N -1.226 1.282 -1.278 -0.0182 0.0560 0.4812 -0.725
C -0.479 2.186 -2.193 0.3820 -0.1072 -0.1290 -0.780
C 0.692 1.418 -2.733 -0.2036 0.0423 0.0538 -0.808
N 1.482 0.944 -1.574 -0.2014 -0.2188 -0.1223 -0.407
C 2.486 -0.051 -2.052 0.0300 -0.1624 0.1115 -0.859
C 1.818 -1.426 -2.014 -0.2347 0.0773 -0.3880 -0.858
N 1.136 -1.506 -0.737 0.3526 0.9952 0.7888 -0.359
C 1.954 -1.687 0.454 0.7667 -0.5636 0.9015 1.200
C 3.340 -2.301 0.243 -0.1246 0.0993 -0.2219 -1.748
C -0.032 -2.006 2.320 -0.4991 -0.4711 0.1240 -1.352
C 0.567 -2.445 3.643 0.0938 0.3879 -0.0102 -0.463
C 0.405 -1.419 4.705 0.0150 -0.1608 -0.0940 -1.431
C -0.043 -0.187 4.418 -0.2378 0.2436 0.2748 -0.938
C -0.339 0.192 3.060 0.1629 -1.6606 -0.3233 1.019
N -0.433 -0.694 2.079 0.2713 0.4973 1.7281 0.269
H -0.550 3.638 3.009 -0.0098 -0.0194 -0.0073 0.506
H -0.228 2.574 4.387 -0.0063 0.0022 0.0095 0.518
H -1.859 2.705 3.762 -0.0038 -0.0263 0.0111 0.419
H -0.633 3.509 0.269 0.0346 -0.0444 0.0184 0.309
H -1.951 3.199 1.388 0.0450 -0.0033 0.0188 0.728
H -2.675 2.832 -1.009 0.0074 -0.0179 -0.0455 0.482
H -2.869 1.415 0.039 -0.0208 -0.0200 -0.0531 0.353
H -1.796 0.697 -1.885 0.0597 -0.2743 0.1183 0.207
H -0.122 3.050 -1.634 -0.0652 0.0279 -0.0054 0.337
H -1.124 2.543 -2.996 -0.1127 -0.0087 0.0691 0.526
H 1.293 2.035 -3.401 0.0422 -0.0210 0.0064 0.522
H 0.347 0.548 -3.295 0.0329 0.0023 -0.0331 0.383
H 2.003 1.742 -1.219 -0.0338 0.0196 0.2262 0.217
H 3.354 -0.018 -1.400 -0.0640 0.0513 0.0509 0.413
H 2.816 0.191 -3.063 0.0313 0.0439 0.0003 0.526
H 2.553 -2.215 -2.156 -0.0523 -0.0706 0.0766 0.607
H 1.073 -1.529 -2.805 0.0264 -0.0157 -0.0080 0.512
H 3.972 -1.694 -0.400 -0.0011 -0.0246 0.0056 0.396
H 3.229 -3.296 -0.190 -0.0036 0.0007 -0.0118 0.466
H 3.855 -2.398 1.194 0.0043 -0.0271 0.0219 0.332
H 0.180 -3.401 3.995 -0.0480 -0.0397 -0.0949 0.695
H 0.650 -1.696 5.724 -0.0237 0.0889 0.0256 0.575
H -0.153 0.550 5.201 -0.0463 0.0001 -0.0127 0.486
N -1.039 -9.508 3.687 0.0465 0.0837 -0.0344 -0.403
C -0.875 -8.456 3.259 -0.0358 -0.2592 0.0063 -0.334
C -0.703 -7.131 2.741 -0.0319 0.1845 -0.0185 0.516
C 0.329 -6.838 1.850 -0.0300 -0.0601 0.0262 -0.974
C 0.496 -5.539 1.399 0.0504 0.0717 0.0126 -0.066
C -0.366 -4.535 1.824 -0.1326 0.0457 0.1169 0.225
C -1.418 -4.837 2.685 -0.0467 -0.0300 -0.0900 0.235
C -1.588 -6.130 3.146 0.0024 0.0657 -0.0450 -1.071
C -0.174 -3.132 1.321 0.5427 0.0246 0.2569 0.810
C -1.049 -2.784 0.162 -0.6216 -0.4285 -0.0234 -0.436
C -1.846 -3.663 -0.515 0.5820 0.2512 0.4768 0.115
C -2.741 -2.902 -1.322 -0.1795 1.1644 -0.2269 -1.643
C -2.465 -1.580 -1.101 -0.9516 -0.6907 -0.8107 -0.444
N -1.419 -1.455 -0.204 1.7623 0.7331 0.7535 0.040
C 1.216 -2.509 1.515 -0.1902 -0.3553 -0.7946 0.075
C 1.942 -2.624 2.880 0.2917 0.0172 0.0603 0.391
C 2.703 -1.341 3.081 -0.3097 -0.0115 -0.2106 -0.969
C 2.548 -0.263 2.294 0.2516 0.1857 0.4820 -0.738
N 1.970 -0.296 1.020 -0.9035 0.0638 -0.7380 0.024
H 0.991 -7.624 1.513 0.0021 -0.0128 0.0382 0.529
H 1.294 -5.315 0.700 0.0180 0.0133 0.0381 0.465
H -2.117 -4.063 2.985 0.0104 -0.0060 0.0236 0.548
H -2.407 -6.375 3.810 0.0323 -0.0068 0.0304 0.520
H -1.814 -4.738 -0.435 0.0192 -0.0008 0.0253 0.723
H -3.511 -3.282 -1.973 0.0077 -0.0045 0.0072 0.513
H -2.997 -0.732 -1.501 0.0108 -0.0092 0.0536 0.664
H 2.516 -3.525 3.101 -0.0106 0.0061 -0.0161 0.385
H 3.275 -1.248 3.996 0.0073 0.0544 -0.0011 0.436
H 2.976 0.691 2.585 0.0289 -0.0195 -0.0478 0.570
```
Positions in Å, forces in eV/Å.

Output
E_HOMO (spin up / spin down)	-0.59954 / -0.59957	Ha
total charge	+3
Kohn-Sham gap (spin up / spin down)	0.160 / 0.159	hartree

---

Entry 2:
Here is a structure of composition CH3IN2O2 from the Open Molecules 2025 dataset. Energies are from ωB97M-V/def2-TZVPD.

```
9
Properties=species:S:1:pos:R:3:forces:R:3:nbo_charge:R:1
C 0.538 -1.598 -1.190 -0.9428 -2.4474 -4.2434 -0.248
N -1.011 2.687 1.592 -1.9057 0.3850 1.7033 0.433
N -0.200 2.938 0.913 3.1098 0.6450 -2.8129 -0.079
O -1.880 2.543 2.355 -1.3034 -0.7418 1.0568 -0.357
O -0.062 -0.603 -0.520 -1.3041 1.3058 2.2293 -0.672
I 0.609 -0.306 1.322 0.1272 -0.3012 0.0521 0.394
H 0.672 -2.647 -0.832 -0.7832 0.7646 0.7381 0.175
H 1.526 -1.317 -1.473 0.9409 0.3247 -0.7066 0.164
H -0.192 -1.696 -2.166 2.0614 0.0653 1.9834 0.190
```
Positions in Å, forces in eV/Å.

Output
E_HOMO	-0.35051	Ha
energy relative to the best compared isomer or geometry (same formula, charge and spin)	276.8	kJ/mol
total charge	0
Kohn-Sham gap	0.322	hartree

---

Number 1: largest force on an atom 3.71 eV/A. Number 2: largest force on an atom 4.99 eV/A.